[1]
# C4H5LiNaO6

C4H5LiNaO6 as an isolated structure (the ωB97M-V functional and the def2-TZVPD basis, the Open Molecules 2025 dataset).

Results
- <S²>: 0.75
- Calculated total energy: -21135.3517 eV
- LUMO (spin up / spin down): -0.037 / -0.044 hartree
- HOMO-LUMO gap (spin up / spin down): 7.38 / 7.20 eV
- 2S+1: 2
- Net charge: 0

Last column: Mulliken charge in e.
Geometry (Å):
1 C 0.99505 0.40447 -0.28775  -0.726
2 C -0.47897 0.17437 -0.55882  -0.287
3 O -1.15134 -0.03514 0.67976  -0.280
4 C -2.47680 -0.23428 0.65528  0.936
5 O -3.09676 -0.25692 -0.43695  -0.868
6 O -3.04681 -0.33605 1.77060  -0.877
7 H 1.47137 0.55975 -1.27052  0.369
8 H 1.11018 0.99968 0.63088  0.286
9 H -0.62839 -0.69083 -1.21715  0.275
10 H -0.91451 1.03938 -1.07691  0.384
11 Li -4.67563 -0.54095 0.70243  0.871
12 O 1.33171 -2.16007 0.04239  -0.815
13 C 1.84601 -1.02826 0.17712  0.726
14 O 3.01815 -0.89262 0.63906  -0.873
15 Na 3.54680 -3.29017 0.89214  0.922
16 O 1.11833 3.05862 -0.84598  -0.370
17 H 2.03162 3.22901 -0.49557  0.328


[2]
# C27H44AlN3P3S

C27H44AlN3P3S as an isolated structure (the ωB97M-V functional and the def2-TZVPD basis, the Open Molecules 2025 dataset).

Results
- ΔE to the lowest compared entry with this formula, charge and spin: 2.9571 eV
- Calculated total energy: -78454.8220 eV
- LUMO: -0.429 hartree
- HOMO-LUMO gap: 4.19 eV
- 2S+1: 1
- Net charge: +3

Last column: Mulliken charge in e.
Geometry (Å):
1 Al 0.31483 -0.28374 -1.44508  -0.983
2 P 2.48394 0.52338 -0.50930  1.193
3 P -0.40350 2.10225 1.88476  0.949
4 P 0.58430 -2.53498 -2.35297  1.164
5 H -2.65414 4.53238 -0.23242  0.356
6 C -2.33627 3.94178 -1.09691  -0.574
7 C -2.54382 2.63573 -1.03575  -0.096
8 H -2.50289 2.03263 -0.11404  -0.136
9 C 3.11164 1.86030 -1.59365  -1.308
10 C 2.83047 1.17549 1.14923  -0.610
11 C 3.67517 -0.85670 -0.68397  -1.201
12 C -2.14037 2.38974 2.35155  -1.429
13 C 0.25728 1.78239 3.56479  -1.270
14 C 0.15063 3.82605 1.59272  -1.276
15 C -0.98258 -3.11412 -3.11951  -1.284
16 C 0.95813 -3.57782 -0.93005  -0.778
17 C 1.87911 -2.82292 -3.62284  -1.325
18 H -1.98656 4.53344 -1.95321  0.277
19 H -2.73754 2.04467 -1.94479  0.198
20 H 4.16470 2.07679 -1.35971  0.516
21 H 2.50919 2.76569 -1.43125  0.370
22 H 3.00727 1.56956 -2.64773  0.390
23 H 3.89897 1.41313 1.25088  0.659
24 H 2.57688 0.43983 1.92175  0.126
25 H 2.25749 2.09323 1.33785  -0.169
26 H 4.70196 -0.45442 -0.71254  0.496
27 H 3.47544 -1.42862 -1.60579  0.176
28 H 3.56854 -1.53755 0.17772  0.340
29 H -2.16366 3.08554 3.19296  0.504
30 H -2.59349 1.43737 2.64323  0.341
31 H -2.70904 2.81000 1.52204  0.429
32 H 0.00682 2.62728 4.21882  0.497
33 H 1.34499 1.64908 3.52173  0.311
34 H -0.19356 0.86483 3.96369  0.344
35 H -0.30211 4.46897 2.35450  0.430
36 H -0.18530 4.14686 0.59928  0.178
37 H 1.24274 3.90483 1.64304  0.467
38 H -0.77820 -3.96531 -3.79050  0.496
39 H -1.41865 -2.28382 -3.69983  0.311
40 H -1.70047 -3.41512 -2.34131  0.383
41 H 0.50300 -4.56371 -1.06079  0.492
42 H 0.56337 -3.10696 -0.02286  -0.204
43 H 2.04384 -3.66240 -0.82486  0.393
44 H 1.39880 -3.06522 -4.58303  0.449
45 H 2.51701 -3.66358 -3.30936  0.459
46 H 2.49607 -1.92214 -3.76235  0.371
47 C -0.49807 1.33486 -4.71348  0.787
48 C 0.05088 2.06322 -5.79324  -0.462
49 C -0.76821 2.56146 -6.79907  -0.726
50 C -2.15453 2.37713 -6.74006  -0.409
51 C -2.71259 1.71777 -5.63544  -0.736
52 C -1.89522 1.19468 -4.62737  -0.294
53 S 0.62015 0.53061 -3.66619  0.160
54 H -0.15023 1.12562 -2.07637  0.198
55 H 1.13194 2.17311 -5.83762  0.477
56 H -0.33448 3.09027 -7.64680  0.421
57 H -2.79259 2.74313 -7.54487  0.441
58 H -3.79508 1.59998 -5.57042  0.436
59 H -2.33598 0.64982 -3.79240  0.392
60 N 0.44121 -3.37433 8.73498  -0.377
61 C 0.25005 -3.22086 7.58902  -0.215
62 C 0.00694 -2.98239 6.17846  0.399
63 C 0.98449 -2.40199 5.36963  -0.946
64 C 0.70052 -2.04342 4.05132  -0.146
65 C -0.59416 -2.21034 3.54529  1.444
66 C -1.55912 -2.87662 4.30949  -0.782
67 C -1.25905 -3.24766 5.63172  -0.883
68 N -0.92409 -1.72535 2.25128  0.696
69 C -2.15073 -1.85834 1.57178  -0.597
70 C -1.98543 -1.32729 0.34344  -1.402
71 N -0.66640 -0.87474 0.21550  1.961
72 C -0.08648 -1.06268 1.43084  -0.722
73 H 1.96635 -2.22301 5.78503  0.469
74 H 1.50516 -1.66151 3.43803  0.384
75 H -2.53158 -3.13493 3.88139  0.353
76 H -2.01709 -3.72566 6.26294  0.463
77 H -2.98848 -2.33129 2.01722  0.601
78 H -2.71525 -1.22986 -0.41823  0.697
79 H 0.90920 -0.74164 1.73505  -0.505


[3]
# C19H22N4O2S2

One molecule with the formula C19H22N4O2S2 (the ωB97M-V functional and the def2-TZVPD basis, the Open Molecules 2025 dataset).

Results
- ΔE to the lowest compared entry with this formula, charge and spin: 21.0034 eV
- Calculated total energy: -51767.5638 eV
- LUMO: 0.007 hartree
- SMILES: CCCCC(=O)Nc1nc(C)c(-c2csc(Nc3ccccc3OC)n2)s1
- HOMO-LUMO gap: 7.64 eV
- 2S+1: 1
- Net charge: 0

Last column: Mulliken charge in e.
Geometry (Å):
1 C 6.91597 -1.00926 -0.18589  -1.563
2 C 5.55699 -1.51979 -0.91519  0.239
3 C 5.79657 -2.04434 -2.32496  -0.600
4 C 4.67098 -2.47447 -3.14711  -1.144
5 C 4.17189 -3.64862 -2.68391  0.502
6 O 4.79242 -4.82396 -2.63131  -0.712
7 N 3.27365 -3.59747 -1.60678  -0.147
8 C 2.22752 -2.67064 -1.44699  0.576
9 N 2.34749 -1.47501 -1.84694  -0.370
10 C 1.39207 -0.53952 -1.24655  -0.284
11 C 0.50645 -1.40096 -0.28897  0.422
12 C -0.58623 -0.82678 0.28505  -0.332
13 C -1.32377 -1.24563 1.09307  0.607
14 S -2.61394 -0.46071 2.00711  -0.229
15 C -2.02705 0.91601 0.82768  0.160
16 N -0.83544 0.63614 0.28690  -0.420
17 N -2.44795 2.32891 0.90312  -0.137
18 C -3.49365 2.79120 1.61025  0.284
19 C -4.44387 2.13961 2.63841  -0.207
20 C -5.27911 2.82357 3.32956  -0.723
21 C -5.69514 4.08006 2.68573  -0.605
22 C -4.87025 4.59689 1.87334  -0.173
23 C -3.96406 3.96101 1.22257  1.094
24 O -3.08338 4.49771 0.24706  -0.378
25 C -3.67955 5.64656 -0.53947  -1.240
26 H -2.85872 6.03543 -1.17117  0.336
27 H -4.43983 6.02819 -0.87040  0.646
28 H -3.48668 6.47586 0.42461  0.284
29 H -5.15217 5.70354 1.46669  0.062
30 H -6.48329 4.71190 3.30055  0.263
31 H -5.95242 2.30117 4.03433  0.338
32 H -4.04357 1.18370 2.85292  0.185
33 H -2.11428 2.76389 0.26686  0.260
34 H -1.16615 -2.32404 1.47070  0.061
35 S 1.01015 -2.86449 -0.24043  -0.617
36 C 1.29744 0.69873 -1.51120  -1.116
37 H 0.47919 1.33116 -1.27935  0.368
38 H 1.40291 0.93465 -2.47793  0.477
39 H 2.35177 1.25016 -1.34126  0.238
40 H 2.88161 -4.71702 -1.15937  0.357
41 H 5.03099 -2.64029 -4.02262  0.385
42 H 4.14394 -1.84243 -2.92583  0.620
43 H 6.51123 -1.23246 -2.95950  0.412
44 H 6.81363 -2.77361 -2.42111  0.301
45 H 5.32278 -2.58444 -0.45191  0.225
46 H 4.78899 -0.71693 -0.95829  0.097
47 H 7.70610 -1.65987 -0.22273  0.442
48 H 6.66887 -0.54791 0.76073  0.358
49 H 7.18077 -0.26331 -0.86248  0.400


[4]
# C9H13ClNO2P

A 2-piece molecular cluster, C9H13ClNO2P overall (the ωB97M-V functional and the def2-TZVPD basis, the Open Molecules 2025 dataset).

Results
- Calculated total energy: -36933.3439 eV
- LUMO: 0.003 hartree
- SMILES: CCC(=O)NOCC#P.C=C/C=C\Cl
- HOMO-LUMO gap: 9.47 eV
- 2S+1: 1
- Net charge: 0

Last column: Mulliken charge in e.
Geometry (Å):
1 C 2.62550 2.12411 -1.15367  -0.130
2 C 3.56399 1.15851 -0.45122  -0.186
3 C 2.32637 -2.34064 0.18731  0.053
4 C -1.30103 -0.56614 -0.00893  0.493
5 C 1.34031 2.08819 -1.17434  -0.477
6 C 3.34979 0.42550 0.69271  -0.550
7 C -2.99966 1.22486 1.11651  -0.971
8 C 1.47577 -2.13977 -0.96618  0.104
9 C -1.83708 0.16160 1.30458  -0.440
10 N -0.36648 -1.48436 0.29845  -0.070
11 O -1.94576 -0.65391 -1.02543  -0.622
12 O 0.18144 -2.40503 -0.56821  -0.268
13 P 2.95432 -3.06573 1.38697  -0.294
14 Cl 1.94523 0.55926 1.61844  -0.087
15 H 3.13751 3.07713 -1.13683  0.303
16 H 4.58544 0.98836 -0.94490  0.257
17 H 0.84246 1.07911 -0.83656  -0.074
18 H 0.78826 2.90085 -1.41691  0.372
19 H 4.15914 -0.01519 1.18075  0.552
20 H -3.80921 0.93951 1.85319  0.278
21 H -2.40596 2.10666 1.23104  0.315
22 H -3.26664 1.13693 0.03071  0.262
23 H 1.77170 -3.00038 -1.72533  0.247
24 H 1.57343 -1.20651 -1.42883  0.184
25 H -0.97155 0.61702 1.88479  0.116
26 H -2.07460 -0.65733 1.86351  0.514
27 H 0.25256 -1.09038 0.99082  0.119


- calculated total energy of number 1 (C4H5LiNaO6)?
  -21135.3517 eV


- Look up the net charge of the fourth one.
  0


Please write out number 1 again, unchanged.
# C4H5LiNaO6

C4H5LiNaO6 as an isolated structure (the ωB97M-V functional and the def2-TZVPD basis, the Open Molecules 2025 dataset).

Results
- <S²>: 0.75
- Calculated total energy: -21135.3517 eV
- LUMO (spin up / spin down): -0.037 / -0.044 hartree
- HOMO-LUMO gap (spin up / spin down): 7.38 / 7.20 eV
- 2S+1: 2
- Net charge: 0

Last column: Mulliken charge in e.
Geometry (Å):
1 C 0.99505 0.40447 -0.28775  -0.726
2 C -0.47897 0.17437 -0.55882  -0.287
3 O -1.15134 -0.03514 0.67976  -0.280
4 C -2.47680 -0.23428 0.65528  0.936
5 O -3.09676 -0.25692 -0.43695  -0.868
6 O -3.04681 -0.33605 1.77060  -0.877
7 H 1.47137 0.55975 -1.27052  0.369
8 H 1.11018 0.99968 0.63088  0.286
9 H -0.62839 -0.69083 -1.21715  0.275
10 H -0.91451 1.03938 -1.07691  0.384
11 Li -4.67563 -0.54095 0.70243  0.871
12 O 1.33171 -2.16007 0.04239  -0.815
13 C 1.84601 -1.02826 0.17712  0.726
14 O 3.01815 -0.89262 0.63906  -0.873
15 Na 3.54680 -3.29017 0.89214  0.922
16 O 1.11833 3.05862 -0.84598  -0.370
17 H 2.03162 3.22901 -0.49557  0.328


- What is the calculated total energy in the first record?
  -21135.3517 eV